1.
Entry from the Open Molecules 2025 dataset: an isolated molecule of C9H14Cl2Si at a distorted geometry (wB97M-V/def2-TZVPD).

CARTESIAN COORDINATES (ANGSTROEM)
C 0.58 3.17 1.82
C 0.29 2.04 2.67
C -0.01 2.99 0.63
C -0.48 1.17 1.99
C -0.68 1.67 0.62
C -1.45 -1.51 -1.46
C 0.95 -2.04 -1.87
C 0.05 -2.08 0.44
C -0.03 -1.36 -0.91
Si 0.47 0.50 -0.73
Cl 2.37 0.61 -0.03
Cl 0.34 1.41 -2.53
H 1.16 4.02 2.13
H 0.62 1.95 3.69
H 0.01 3.65 -0.22
H -0.88 0.25 2.35
H -1.69 1.65 0.23
H -2.18 -1.08 -0.78
H -1.54 -1.01 -2.43
H -1.68 -2.56 -1.60
H 1.98 -1.94 -1.52
H 0.89 -1.60 -2.87
H 0.71 -3.10 -1.95
H 1.04 -1.98 0.88
H -0.68 -1.68 1.14
H -0.16 -3.14 0.31

For the LUMO energy, the calculation gives 0.7 eV.

Atomic partial charges in e from the Löwdin method, atoms 1 to 4: -0.11, -0.10, -0.17, -0.15

2.
Entry from the Open Molecules 2025 dataset: a cluster of 3 separate species, C18H37BN3O8 in total at a distorted geometry (wB97M-V/def2-TZVPD).

CARTESIAN COORDINATES (ANGSTROEM)
O 0.40 -2.08 -1.36
C -0.77 -2.25 -1.38
O -1.62 -1.83 -0.40
C -1.47 -2.94 -2.52
C -2.65 -3.63 -2.28
C -3.28 -4.27 -3.32
N -2.75 -4.23 -4.55
C -1.61 -3.57 -4.81
C -0.94 -2.89 -3.82
B 0.40 -2.09 -4.20
O 0.48 -0.74 -3.89
O 1.40 -2.72 -4.84
H -1.43 -2.30 0.43
H -3.09 -3.67 -1.30
H -4.21 -4.81 -3.18
H -3.21 -4.71 -5.31
H -1.25 -3.58 -5.83
H -0.34 -0.30 -4.14
H 1.85 -2.10 -5.43
C 2.63 0.31 5.91
O 2.21 -1.02 5.70
C 0.92 -1.16 5.13
C 1.00 -1.67 3.70
N 1.55 -0.66 2.80
C 1.87 -1.15 1.46
C 2.93 -2.24 1.32
O 4.24 -1.83 1.64
C 4.58 -1.88 3.01
H 3.53 0.28 6.51
H 2.86 0.83 4.97
H 1.87 0.89 6.45
H 0.37 -0.21 5.17
H 0.38 -1.89 5.73
H -0.01 -1.93 3.36
H 1.60 -2.59 3.72
H 2.39 -0.28 3.22
H 2.21 -0.29 0.88
H 0.95 -1.50 1.00
H 2.96 -2.52 0.26
H 2.67 -3.15 1.87
H 4.07 -2.70 3.53
H 4.36 -0.94 3.52
H 5.66 -2.04 3.08
C 0.56 2.04 -2.43
O -0.85 2.04 -2.51
C -1.50 1.37 -1.44
C -2.22 2.32 -0.52
N -1.28 3.13 0.25
C -1.88 4.22 1.01
C -2.60 5.33 0.24
O -1.75 6.14 -0.55
C -1.44 5.64 -1.83
H 0.94 2.42 -3.38
H 0.94 2.69 -1.63
H 0.94 1.03 -2.28
H -0.78 0.76 -0.88
H -2.24 0.69 -1.88
H -2.84 1.75 0.18
H -2.89 2.93 -1.14
H -0.58 3.51 -0.38
H -1.08 4.69 1.58
H -2.58 3.80 1.73
H -3.05 5.99 0.98
H -3.43 4.94 -0.38
H -2.27 5.07 -2.26
H -0.54 5.02 -1.82
H -1.24 6.50 -2.48

For the LUMO energy, the calculation gives -5.3 eV. As for the total charge: +1.

Atomic partial charges in e from the Löwdin method, atoms 1 to 4: 0.20, -0.43, 0.10, -0.02

3.
Entry from the Open Molecules 2025 dataset: an isolated molecule of C11H12O4 (wB97M-V/def2-TZVPD).

CARTESIAN COORDINATES (ANGSTROEM)
C -4.24 -0.50 -0.32
H -3.84 -1.34 -0.89
O -3.40 -0.17 0.76
C -2.13 0.23 0.51
C -1.36 0.55 1.64
C -0.06 0.96 1.49
C 0.53 1.03 0.23
C -0.24 0.72 -0.89
C -1.56 0.33 -0.75
H -2.14 0.12 -1.64
H 0.17 0.82 -1.88
C 1.95 1.45 0.13
O 2.41 2.32 0.83
C 2.82 0.70 -0.87
H 2.68 1.14 -1.86
H 3.86 0.86 -0.57
C 2.51 -0.80 -0.92
C 2.34 -1.37 0.46
O 2.99 -1.09 1.43
O 1.34 -2.27 0.50
H 1.25 -2.63 1.40
H 3.35 -1.32 -1.39
H 1.61 -1.02 -1.49
H 0.54 1.21 2.35
H -1.82 0.47 2.61
H -4.39 0.36 -0.99
H -5.19 -0.78 0.12

For the LUMO energy, the calculation gives 0.6 eV.

Atomic partial charges in e from the Löwdin method, atoms 1 to 4: -0.09, 0.10, -0.08, -0.27

4.
Entry from the Open Molecules 2025 dataset: a structure of composition C23H26F2Nb at a distorted geometry (wB97M-V/def2-TZVPD).

CARTESIAN COORDINATES (ANGSTROEM)
C -1.75 2.99 0.60
C -2.00 1.93 0.07
Nb -2.21 -0.05 -0.98
C -4.09 -0.68 0.12
C -4.13 -1.92 1.02
C -3.46 -3.17 0.47
C -2.10 -3.53 1.00
C -1.79 -3.48 2.35
C -0.54 -3.85 2.82
C 0.44 -4.30 1.94
C 0.14 -4.36 0.58
C -1.11 -3.98 0.12
H -1.47 3.88 1.11
H -1.02 -0.90 0.15
H -2.41 -1.54 -2.03
H -3.18 0.78 -2.32
H -0.76 0.23 -2.08
H -4.93 -0.72 -0.58
H -4.26 0.19 0.75
H -3.73 -1.67 2.00
H -5.18 -2.19 1.20
H -4.09 -4.03 0.69
H -3.40 -3.10 -0.62
H -2.54 -3.15 3.06
H -0.32 -3.78 3.87
H 1.41 -4.58 2.30
H 0.89 -4.68 -0.13
H -1.32 -4.00 -0.93
F 4.62 1.69 1.30
C 4.26 0.39 1.10
C 2.96 0.02 1.33
C 2.60 -1.30 1.12
C 3.55 -2.22 0.69
C 4.86 -1.82 0.47
C 5.23 -0.49 0.67
H 2.23 0.75 1.66
H 1.57 -1.61 1.29
H 3.26 -3.25 0.53
H 5.60 -2.53 0.13
H 6.24 -0.15 0.50
F 0.42 3.52 -4.16
C 0.71 4.43 -3.22
C 1.53 4.08 -2.17
C 1.82 5.03 -1.20
C 1.30 6.31 -1.30
C 0.48 6.64 -2.37
C 0.18 5.70 -3.34
H 1.91 3.07 -2.10
H 2.46 4.76 -0.37
H 1.53 7.05 -0.54
H 0.06 7.64 -2.44
H -0.46 5.94 -4.18

For the LUMO energy, the calculation gives 2.7 eV. As for the total charge: -1.

Atomic partial charges in e from the Löwdin method, atoms 1 to 4: -0.11, -0.39, 0.99, -0.40

Energy relative to the best compared isomer or geometry (same formula, charge and spin), respectively: 0.00, 0.00, 0.00, 0.00 kJ/mol.
HOMO energy, respectively: -8.5, -10.3, -8.8, -4.8 eV.
Kohn-Sham gap, respectively: 9.2, 5.0, 9.4, 7.5 eV.